(1)
DFT (wB97M-V/def2-TZVPD) results for an isolated ion of composition C9H10NSe and charge +1.

```
21
Properties=species:S:1:pos:R:3
C -1.8764 -0.3088 1.6505
N -0.9910 0.6875 1.6168
C -1.1223 1.7547 2.5991
C 0.1109 0.6425 0.8001
C 0.4002 -0.1926 -0.3408
C 1.7876 -0.2803 -0.6481
C 2.3222 -0.8738 -1.7291
C 1.4494 -1.4199 -2.6382
C 0.1513 -1.0524 -2.5974
C -0.4324 -0.6129 -1.4181
Se -2.2843 -0.6053 -1.4848
H -1.5307 -1.1558 1.1039
H -2.8592 -0.2499 2.2035
H -1.6291 1.3396 3.5079
H -1.4717 2.6076 2.0995
H -0.1839 2.2074 2.8770
H 0.9547 1.3323 0.9162
H 2.4674 0.1347 0.1349
H 3.4865 -0.8950 -1.8188
H 1.7813 -1.7161 -3.5361
H -0.5304 -1.3436 -3.2979
```

**Electronic energy**: -76320.456 eV
**ΔE to the lowest compared entry with this formula, charge and spin**: 0.154 eV
**Frontier orbital gap (spin up / spin down)**: 5.36 / 5.18 eV
**HOMO (spin up / spin down)**: -11.9 / -11.7 eV
**SMILES**: C=[N+](C)/C=C1/C=CC=CC1=[Se]
**Maximum force**: 3.76 eV/Å
**Net charge**: +1

Atomic partial charges in e from the Mulliken method, atoms 1 to 2:
1. C -0.582
2. N 0.173

(2)
DFT (wB97M-V/def2-TZVPD) results for a single C9H10O2 molecule.

```
21
Properties=species:S:1:pos:R:3
C -3.0601 0.4394 0.7363
C -2.2217 0.3416 -0.4834
C -0.7566 -0.1524 -0.3347
C -0.3245 -1.4972 -0.1106
C 1.0529 -1.8787 0.0245
C 2.0551 -0.8787 -0.0252
O 3.4371 -1.2190 0.2068
C 1.6375 0.4911 0.0053
C 2.6060 1.7741 -0.0307
O 2.0467 2.9180 0.1313
C 0.3168 0.8189 -0.3431
H -2.4727 1.0634 1.3450
H -4.0455 0.8722 0.3348
H -3.3514 -0.4459 1.2295
H -2.0693 1.3861 -0.9384
H -2.8080 -0.0372 -1.3613
H -0.9378 -2.3338 -0.2357
H 1.4465 -2.9234 0.0745
H 3.7570 -2.0868 0.2733
H 3.6730 1.5699 0.0500
H 0.0190 1.7784 -0.5481
```

**Electronic energy**: -13587.822 eV
**ΔE to the lowest compared entry with this formula, charge and spin**: 2.409 eV
**Frontier orbital gap**: 8.85 eV
**HOMO**: -8.9 eV
**SMILES**: CCc1ccc(O)c(C=O)c1
**Maximum force**: 5.54 eV/Å

Atomic partial charges in e from the Mulliken method, atoms 1 to 2:
1. C -1.038
2. C -0.845